ORCA calculation (ωB97M-V/def2-TZVPD) on a structure of composition C27H55BFNO4PSr in a non-equilibrium geometry.

Each line ends with the Mulliken charge.
Element x y z (Å)
1 C 8.994 -1.698 1.742  -1.091
2 C 8.697 -2.461 0.448  -0.561
3 C 7.980 -1.595 -0.585  -0.747
4 C 6.513 -1.315 -0.214  -0.779
5 C 5.978 -0.027 -0.884  -0.284
6 C 4.819 -0.283 -1.880  -1.260
7 C 3.539 0.456 -1.520  -0.787
8 C 3.603 1.981 -1.816  -0.861
9 C 3.478 2.874 -0.561  -1.048
10 C 2.222 3.754 -0.557  -1.036
11 C 1.221 3.412 0.564  -1.079
12 C -0.205 3.844 0.199  -1.043
13 C -1.154 2.658 -0.237  -1.650
14 C -0.500 1.398 -0.750  0.549
15 C -1.409 0.893 -1.904  -1.479
16 C -2.803 0.684 -1.377  -1.853
17 C -2.941 -0.286 -0.205  1.957
18 C -2.027 -1.497 -0.317  -1.673
19 C -2.232 -2.636 0.691  0.102
20 C -2.096 -4.013 0.016  -1.181
21 N -3.358 -4.449 -0.602  -0.469
22 O -2.643 0.554 0.903  -0.149
23 B -3.798 0.664 1.848  0.689
24 C -3.144 0.630 3.338  -0.915
25 C -2.581 -0.734 3.735  0.055
26 C -1.094 -0.846 3.591  0.349
27 O -0.330 -0.001 3.156  -0.603
28 O -0.624 -2.061 4.003  -0.492
29 O -4.642 -0.491 1.408  -0.806
30 C -4.448 -0.588 0.055  0.312
31 F -4.838 -1.857 -0.346  -0.358
32 P -5.690 0.624 -0.741  0.298
33 C -7.055 0.872 0.451  -1.361
34 C -6.465 -0.287 -2.141  -0.713
35 C -7.515 -1.340 -1.734  -1.164
36 H 9.936 -1.164 1.627  0.322
37 H 9.086 -2.356 2.600  0.304
38 H 8.244 -0.934 1.933  0.292
39 H 8.122 -3.363 0.654  0.322
40 H 9.639 -2.801 0.021  0.359
41 H 8.530 -0.666 -0.725  0.415
42 H 7.979 -2.141 -1.528  0.276
43 H 6.426 -1.229 0.865  0.345
44 H 5.946 -2.179 -0.549  0.409
45 H 5.633 0.664 -0.118  0.169
46 H 6.793 0.416 -1.447  0.361
47 H 4.599 -1.347 -1.932  0.499
48 H 5.128 0.030 -2.877  0.383
49 H 3.284 0.325 -0.469  0.472
50 H 2.717 0.029 -2.098  0.346
51 H 2.818 2.224 -2.531  0.515
52 H 4.541 2.186 -2.325  0.621
53 H 4.332 3.548 -0.586  0.391
54 H 3.574 2.289 0.348  0.627
55 H 1.704 3.681 -1.517  0.451
56 H 2.486 4.804 -0.440  0.434
57 H 1.501 4.005 1.431  0.675
58 H 1.271 2.374 0.875  0.499
59 H -0.095 4.616 -0.603  0.685
60 H -0.637 4.334 1.074  0.350
61 H -1.770 3.025 -1.080  -0.270
62 H -1.874 2.461 0.564  1.582
63 H -0.540 0.726 0.101  0.096
64 H 0.510 1.493 -1.138  0.087
65 H -0.929 0.053 -2.396  0.423
66 H -1.447 1.690 -2.676  0.408
67 H -3.224 1.627 -1.045  0.532
68 H -3.444 0.348 -2.201  0.491
69 H -0.982 -1.201 -0.272  0.273
70 H -2.181 -1.919 -1.314  0.643
71 H -3.195 -2.581 1.185  0.407
72 H -1.468 -2.613 1.466  -0.137
73 H -1.364 -3.906 -0.784  0.444
74 H -1.733 -4.751 0.730  0.397
75 H -3.140 -4.976 -1.437  0.217
76 H -3.832 -5.106 0.002  0.214
77 H -4.447 1.719 1.746  -0.485
78 H -3.834 0.980 4.105  0.225
79 H -2.327 1.352 3.311  0.211
80 H -2.811 -0.943 4.780  0.488
81 H -3.031 -1.541 3.160  0.013
82 H 0.188 -2.220 3.512  0.381
83 H -7.968 0.984 -0.125  0.475
84 H -7.131 0.004 1.102  0.369
85 H -6.849 1.740 1.064  0.381
86 H -6.906 0.430 -2.827  0.567
87 H -5.654 -0.786 -2.670  0.316
88 H -8.512 -0.911 -1.778  0.351
89 H -7.461 -2.186 -2.413  0.330
90 H -7.358 -1.709 -0.727  0.299
91 Sr -2.295 4.542 -1.407  1.882

Summary:
HOMO energy = -9.245 eV
Total charge = +1
Orbital gap = 3.2497 eV
LUMO energy = -5.99 eV
Calculated total energy = -1913.91157 Ha


ORCA calculation (ωB97M-V/def2-TZVPD) on a structure of composition C38H49BBr2F4N4O2Pb in a non-equilibrium geometry.

Each line ends with the Mulliken charge.
Element x y z (Å)
1 Pb -0.514 -0.622 0.071  1.634
2 C 1.365 6.522 3.602  -2.129
3 C 1.951 5.325 4.350  1.649
4 C 1.332 5.266 5.763  -1.589
5 C 3.471 5.515 4.463  -1.556
6 C 1.632 4.009 3.696  -0.059
7 C 0.864 3.907 2.566  -0.218
8 C 0.666 2.661 1.936  -1.199
9 N -0.022 2.514 0.865  0.720
10 C -0.370 3.097 -0.230  -1.952
11 C 0.380 4.088 -0.902  0.325
12 C -0.181 4.787 -1.939  -0.233
13 C -1.497 4.430 -2.392  0.079
14 C -2.248 3.424 -1.872  -0.197
15 C -1.636 2.582 -0.852  0.736
16 O -2.039 1.459 -0.541  -0.904
17 C -3.656 3.112 -2.339  1.990
18 C -4.185 4.134 -3.348  -2.145
19 C -3.678 1.722 -2.997  -1.413
20 C -4.574 3.124 -1.107  -1.674
21 C 0.543 5.967 -2.548  1.891
22 C -0.311 6.775 -3.529  -2.192
23 C 1.759 5.395 -3.303  -1.689
24 C 1.025 6.918 -1.441  -1.593
25 C 1.063 1.389 2.680  1.130
26 O 0.521 0.338 2.400  -0.575
27 C 1.964 1.568 3.826  -0.181
28 C 2.182 2.823 4.284  -0.473
29 C 2.502 0.331 4.516  2.147
30 C 3.515 0.655 5.618  -2.194
31 C 1.293 -0.367 5.173  -1.582
32 C 3.182 -0.606 3.511  -1.474
33 H 1.642 7.435 4.121  0.455
34 H 0.280 6.473 3.565  0.396
35 H 1.758 6.581 2.591  0.440
36 H 1.487 6.225 6.249  0.475
37 H 1.786 4.498 6.382  0.362
38 H 0.262 5.077 5.707  0.366
39 H 3.676 6.475 4.930  0.477
40 H 3.922 5.506 3.475  0.389
41 H 3.947 4.744 5.062  0.332
42 H 0.433 4.770 2.083  0.935
43 H 1.361 4.312 -0.511  1.036
44 H -1.910 5.003 -3.202  0.769
45 H -3.620 4.114 -4.276  0.434
46 H -4.176 5.142 -2.941  0.448
47 H -5.215 3.885 -3.588  0.444
48 H -2.996 1.692 -3.843  0.244
49 H -4.682 1.517 -3.358  0.593
50 H -3.400 0.948 -2.290  0.130
51 H -4.571 4.108 -0.644  0.398
52 H -4.256 2.390 -0.372  0.263
53 H -5.591 2.887 -1.405  0.490
54 H -0.616 6.184 -4.389  0.444
55 H 0.281 7.606 -3.903  0.454
56 H -1.191 7.189 -3.041  0.441
57 H 1.437 4.733 -4.103  0.371
58 H 2.416 4.839 -2.640  0.361
59 H 2.320 6.216 -3.741  0.475
60 H 0.183 7.261 -0.844  0.361
61 H 1.496 7.784 -1.896  0.500
62 H 1.750 6.448 -0.784  0.392
63 H 2.798 2.962 5.156  0.568
64 H 3.057 1.202 6.439  0.414
65 H 4.362 1.216 5.230  0.450
66 H 3.897 -0.278 6.025  0.459
67 H 0.771 0.322 5.834  0.340
68 H 1.654 -1.204 5.763  0.499
69 H 0.596 -0.740 4.431  0.217
70 H 4.049 -0.118 3.073  0.367
71 H 2.515 -0.896 2.706  0.081
72 H 3.516 -1.507 4.021  0.507
73 Br 1.117 -1.232 -6.782  -0.098
74 C 0.616 -1.094 -4.972  -0.494
75 C 0.031 0.069 -4.484  -0.938
76 C -0.328 0.103 -3.154  -0.269
77 N -0.116 -0.896 -2.306  0.240
78 C 0.497 -2.007 -2.748  0.580
79 C 0.841 -2.146 -4.089  -0.654
80 C 0.850 -3.026 -1.741  0.624
81 C 1.615 -4.142 -2.064  -0.742
82 C 2.043 -4.993 -1.049  -0.267
83 Br 3.138 -6.472 -1.455  -0.084
84 C 1.666 -4.723 0.262  -0.745
85 C 0.863 -3.623 0.485  -0.261
86 N 0.465 -2.798 -0.476  -0.008
87 H -0.135 0.917 -5.127  0.579
88 H -0.797 0.981 -2.742  0.605
89 H 1.289 -3.053 -4.460  0.521
90 H 1.904 -4.359 -3.077  0.531
91 H 1.992 -5.352 1.074  0.470
92 H 0.534 -3.383 1.485  0.541
93 N -2.722 -1.833 0.120  -0.618
94 H -2.829 -2.487 0.891  0.281
95 H -2.891 -2.345 -0.738  0.232
96 H -3.448 -1.130 0.209  0.224
97 F 2.172 -0.580 0.264  -0.231
98 B 2.621 0.654 -0.260  -0.028
99 F 3.707 0.493 -1.025  -0.250
100 F 2.796 1.534 0.790  -0.270
101 F 1.526 1.126 -1.031  -0.132

Summary:
HOMO energy = -13.906 eV
Total charge = +2
Orbital gap = 5.9632 eV
LUMO energy = -7.94 eV
Calculated total energy = -7611.85969 Ha